No. 1
Computed, not measured: a structure of composition C10H13NPPd, with wB97M-V/def2-TZVPD.

Atoms and positions in Å:
C1 -2.61 1.35 -0.04
C2 -2.12 2.49 -0.87
C3 -0.93 2.97 -0.23
C4 -0.79 2.23 0.96
C5 -1.73 1.19 1.04
Pd1 -0.72 1.04 -0.75
P1 -0.85 -0.72 -2.59
H1 -3.31 0.58 -0.38
H2 -2.52 2.95 -1.75
H3 -0.33 3.80 -0.58
H4 -1.79 0.43 1.82
H5 -0.08 2.54 1.72
H6 0.45 -1.12 -3.01
H7 -1.55 -0.15 -3.70
H8 -1.49 -1.95 -2.25
C6 2.68 -2.30 1.41
C7 1.56 -2.86 0.84
C8 0.58 -2.01 0.31
N1 0.78 -0.67 0.29
C9 1.84 -0.12 0.89
C10 2.87 -0.91 1.44
H9 3.44 -2.94 1.90
H10 1.35 -3.97 0.83
H11 -0.34 -2.40 -0.13
H12 1.88 0.97 0.94
H13 3.72 -0.41 1.88

Summary:
Energy, eV: -24824.9079
HOMO-LUMO gap (spin up / spin down), eV: 6.48 / 5.84
Highest occupied orbital energy (spin up / spin down), eV: -9.00 / -12.99
Spin multiplicity: 5
Net charge: +1



No. 2
Computed, not measured: a structure of composition C26H23Cl4N6NaO5, with wB97M-V/def2-TZVPD.

Atoms and positions in Å:
Na1 -0.44 -1.07 0.39
O1 -4.20 -2.33 2.13
C1 -3.52 -1.58 1.43
N1 -2.59 -0.70 1.84
C2 -2.53 -0.13 3.05
O2 -3.45 0.24 3.79
C3 -1.10 0.17 3.47
C4 -0.78 0.17 4.83
C5 0.52 0.42 5.21
C6 1.46 0.68 4.22
C7 1.04 0.69 2.90
N2 -0.21 0.43 2.53
C8 -3.61 -1.80 -0.07
C9 -3.66 -3.11 -0.53
C10 -3.69 -3.35 -1.89
C11 -3.72 -2.27 -2.76
C12 -3.67 -1.00 -2.21
N3 -3.63 -0.76 -0.90
H1 -1.57 -0.01 5.55
H2 0.81 0.41 6.25
H3 2.50 0.88 4.47
H4 1.73 0.92 2.09
H5 -3.64 -3.91 0.19
H6 -3.68 -4.36 -2.27
H7 -3.71 -2.42 -3.83
H8 -3.66 -0.13 -2.86
Cl1 4.85 -4.46 -2.12
C13 3.26 -3.77 -1.89
C14 2.37 -3.71 -2.94
Cl2 2.81 -4.34 -4.50
C15 1.10 -3.14 -2.72
Cl3 -0.06 -3.12 -4.03
C16 0.69 -2.57 -1.51
O3 -0.45 -2.04 -1.34
C17 1.65 -2.61 -0.39
O4 1.34 -2.08 0.73
C18 2.88 -3.25 -0.64
Cl4 3.99 -3.39 0.71
C19 -4.36 3.32 -1.61
C20 -2.92 3.23 -1.23
C21 -1.87 4.11 -1.37
C22 -0.75 3.45 -0.80
N4 -1.10 2.26 -0.36
N5 -2.41 2.15 -0.61
C23 0.66 3.93 -0.68
H9 -4.55 4.27 -2.12
H10 -4.99 3.27 -0.73
H11 -4.64 2.50 -2.27
H12 -1.89 5.10 -1.81
H13 -2.87 1.24 -0.43
H14 0.80 4.87 -1.23
H15 1.33 3.17 -1.08
H16 0.92 4.09 0.37
C24 4.78 2.18 -0.48
N6 4.26 0.92 -0.02
C25 5.16 0.08 0.72
C26 3.03 0.50 -0.43
O5 2.33 1.13 -1.20
H17 5.62 2.04 -1.17
H18 5.12 2.78 0.37
H19 3.98 2.71 -1.00
H20 6.08 -0.09 0.15
H21 4.70 -0.88 0.92
H22 5.43 0.54 1.68
H23 2.71 -0.45 0.03

Summary:
Energy, eV: -101023.7780
HOMO-LUMO gap, eV: 4.73
Highest occupied orbital energy, eV: -0.90
Spin multiplicity: 1
Energy above the lowest of the compared OMol25 structures with the same formula, charge and spin, kcal per mole: 23.03
Net charge: -2



No. 3
Computed, not measured: a structure of composition C19H13N2Na, with wB97M-V/def2-TZVPD.

Atoms and positions in Å:
C1 1.79 0.26 1.21
C2 2.14 -0.97 1.74
C3 1.48 -1.51 2.89
N1 0.93 -1.95 3.83
C4 3.31 -1.69 1.32
N2 4.27 -2.28 1.00
C5 2.36 0.79 -0.01
C6 2.74 -0.03 -1.10
C7 3.27 0.54 -2.26
C8 3.44 1.93 -2.35
C9 3.07 2.75 -1.27
C10 2.50 2.19 -0.14
H1 1.12 0.90 1.81
H2 2.60 -1.11 -1.03
H3 3.55 -0.11 -3.09
H4 3.87 2.36 -3.25
H5 3.22 3.83 -1.33
H6 2.19 2.82 0.70
C11 -3.33 -1.96 1.39
Na1 -1.98 0.75 1.69
C12 -1.96 -2.30 1.54
C13 -1.21 -1.60 0.57
C14 -2.12 -0.80 -0.21
C15 -3.46 -1.03 0.31
C16 -4.54 -0.26 -0.18
C17 -4.26 0.80 -1.03
C18 -2.96 1.09 -1.47
C19 -1.87 0.31 -1.05
H7 -4.16 -2.32 2.00
H8 -1.55 -3.01 2.26
H9 -0.15 -1.67 0.37
H10 -5.56 -0.52 0.11
H11 -5.09 1.44 -1.37
H12 -2.81 1.89 -2.20
H13 -0.85 0.46 -1.42

Summary:
Energy, eV: -27308.4235
HOMO-LUMO gap, eV: 4.98
Highest occupied orbital energy, eV: -6.44
Spin multiplicity: 1



No. 4
Computed, not measured: the ion C2H2N3O2 with charge -1, with wB97M-V/def2-TZVPD.

Atoms and positions in Å:
N1 -2.40 -0.17 -1.06
C1 -1.51 0.23 -0.42
N2 -0.43 0.75 0.15
O1 -0.69 1.66 1.19
C2 0.89 0.04 -0.09
N3 0.79 -1.00 0.89
O2 0.83 -2.19 0.50
H1 1.70 0.73 0.06
H2 0.80 -0.06 -1.24

Summary:
Energy, eV: -10667.0254
HOMO-LUMO gap (spin up / spin down), eV: 6.42 / 6.42
Structure (SMILES): N#CN([O-])CN=O
Highest occupied orbital energy (spin up / spin down), eV: -2.85 / -2.85
Spin multiplicity: 1
Energy above the lowest of the compared OMol25 structures with the same formula, charge and spin, kcal per mole: 133.15
Net charge: -1



No. 5
Computed, not measured: a cluster of 2 separate species, C5H14NO in total, with wB97M-V/def2-TZVPD.

Atoms and positions in Å:
C1 -0.55 -1.10 0.06
C2 0.37 -0.82 1.29
C3 0.96 0.57 1.23
C4 2.29 0.81 1.16
C5 -0.02 1.69 1.52
N1 -0.01 -0.46 -1.18
H1 -0.57 -2.17 -0.11
H2 -1.53 -0.65 0.23
H3 1.03 -1.67 1.44
H4 -0.28 -0.92 2.15
H5 2.76 1.50 1.85
H6 2.96 0.39 0.42
H7 0.50 2.62 1.74
H8 -0.53 1.92 0.57
H9 -0.82 1.37 2.19
H10 -0.70 -0.44 -1.95
H11 0.21 0.52 -0.95
H12 0.89 -0.85 -1.46
H13 -2.04 -0.22 -3.90
H14 -2.78 -1.40 -3.24
O1 -2.14 -0.69 -3.07

Summary:
Energy, eV: -8941.9173
HOMO-LUMO gap, eV: 9.22
Highest occupied orbital energy, eV: -12.35
Spin multiplicity: 1
Energy above the lowest of the compared OMol25 structures with the same formula, charge and spin, kcal per mole: 48.21
Net charge: +1